Below is a 12-piece molecular cluster, C41H103O33P7 overall in a non-equilibrium geometry, with properties calculated with ωB97M-V with the def2-TZVPD basis set.

Each line ends with the Mulliken charge.
Geometry (Å):
C: 5.847 -0.118 -4.918  -0.76
O: 6.068 -1.319 -5.537  -0.11
P: 6.730 -1.412 -6.944  0.82
O: 8.082 -0.831 -6.966  -0.69
O: 6.529 -2.949 -7.418  -0.23
C: 7.353 -4.048 -6.998  -0.61
O: 5.706 -0.615 -7.947  -0.24
C: 5.873 -0.770 -9.360  -0.68
H: 4.882 -0.067 -4.414  0.29
H: 6.044 0.827 -5.426  0.31
H: 6.571 -0.031 -4.108  0.29
H: 7.916 -4.521 -7.802  0.25
H: 6.552 -4.756 -6.784  0.23
H: 7.927 -3.773 -6.112  0.30
H: 5.740 0.191 -9.857  0.25
H: 5.104 -1.496 -9.626  0.25
H: 6.838 -1.210 -9.609  0.33
C: -5.593 3.144 5.715  -0.78
O: -5.437 2.095 6.650  -0.33
P: -5.101 0.626 6.034  1.12
O: -4.956 0.656 4.568  -0.69
O: -6.404 -0.212 6.441  -0.34
C: -6.396 -1.280 7.415  -0.64
O: -3.825 0.137 6.889  -0.29
C: -2.428 0.381 6.582  -0.60
H: -6.561 3.639 5.794  0.33
H: -5.615 2.928 4.647  0.32
H: -4.736 3.814 5.635  0.26
H: -5.439 -1.373 7.928  0.29
H: -6.774 -2.259 7.121  0.27
H: -7.030 -0.967 8.245  0.28
H: -1.761 -0.347 7.043  0.28
H: -2.053 1.300 7.033  0.24
H: -2.210 0.291 5.517  0.29
C: 9.104 -3.050 -0.600  -0.54
O: 9.222 -4.223 0.281  -0.31
P: 8.614 -4.235 1.765  1.11
O: 9.180 -3.207 2.718  -0.71
O: 8.806 -5.785 2.297  -0.32
C: 8.306 -6.809 1.477  -0.61
O: 7.012 -4.043 1.457  -0.28
C: 6.363 -2.816 1.556  -0.83
H: 8.839 -3.258 -1.637  0.25
H: 10.066 -2.539 -0.613  0.27
H: 8.311 -2.367 -0.295  0.22
H: 8.701 -7.759 1.838  0.25
H: 8.645 -6.712 0.445  0.30
H: 7.236 -6.886 1.669  0.25
H: 5.700 -2.836 2.421  0.28
H: 5.845 -2.470 0.661  0.30
H: 7.117 -2.104 1.892  0.38
C: -1.648 5.667 9.444  -0.64
O: -0.557 6.286 8.731  -0.36
P: -0.653 6.767 7.126  0.96
O: -1.890 7.614 6.940  -0.68
O: 0.807 7.440 6.812  -0.29
C: 0.780 8.791 6.305  -0.68
O: -0.628 5.389 6.383  -0.17
C: -0.515 5.348 4.936  -0.78
H: -1.524 5.804 10.518  0.25
H: -1.562 4.589 9.307  0.26
H: -2.641 5.897 9.058  0.31
H: -0.038 9.165 5.690  0.33
H: 1.758 8.900 5.836  0.25
H: 0.750 9.403 7.206  0.30
H: 0.504 5.468 4.568  0.32
H: -1.129 6.121 4.474  0.33
H: -1.003 4.455 4.546  0.29
C: 0.712 -6.194 -8.233  -0.60
O: 1.690 -6.303 -7.260  -0.26
P: 1.255 -5.757 -5.773  0.92
O: 0.077 -6.419 -5.061  -0.69
O: 2.654 -5.875 -4.934  -0.36
C: 2.969 -5.046 -3.825  -0.50
O: 1.098 -4.130 -6.036  -0.15
C: -0.183 -3.491 -5.857  -0.72
H: 0.164 -7.136 -8.252  0.27
H: 1.039 -5.907 -9.232  0.27
H: 0.008 -5.422 -7.925  0.25
H: 3.273 -5.647 -2.968  0.28
H: 2.041 -4.538 -3.564  0.25
H: 3.741 -4.292 -3.979  0.19
H: -0.256 -2.706 -6.610  0.24
H: -0.291 -3.083 -4.852  0.24
H: -0.959 -4.257 -5.865  0.38
C: 4.475 6.531 1.385  -0.62
O: 3.494 7.347 0.812  -0.29
P: 2.844 7.002 -0.696  0.94
O: 3.575 5.941 -1.438  -0.68
O: 1.283 6.761 -0.237  -0.23
C: 0.147 6.975 -1.101  -0.65
O: 2.768 8.403 -1.459  -0.29
C: 3.291 8.708 -2.745  -0.69
H: 5.199 6.240 0.624  0.30
H: 3.954 5.633 1.717  0.27
H: 4.774 7.083 2.276  0.22
H: 0.187 7.110 -2.182  0.30
H: -0.182 7.964 -0.780  0.27
H: -0.550 6.202 -0.777  0.26
H: 4.107 8.046 -3.035  0.32
H: 3.674 9.726 -2.823  0.27
H: 2.598 8.602 -3.580  0.28
C: -10.225 1.364 -4.373  -0.60
O: -9.260 2.382 -4.736  -0.35
P: -7.770 2.406 -4.117  1.04
O: -6.825 3.383 -4.685  -0.67
O: -8.080 2.481 -2.525  -0.31
C: -7.117 2.298 -1.490  -0.63
O: -7.358 0.835 -4.365  -0.25
C: -6.091 0.341 -4.466  -0.72
H: -10.208 0.576 -5.127  0.23
H: -11.118 1.985 -4.312  0.29
H: -10.196 0.972 -3.356  0.30
H: -7.286 1.443 -0.835  0.25
H: -7.079 3.242 -0.946  0.27
H: -6.123 2.258 -1.934  0.29
H: -5.986 -0.483 -5.172  0.25
H: -5.900 -0.130 -3.502  0.27
H: -5.327 1.111 -4.578  0.34
C: -9.084 -4.599 -0.108  -0.53
C: -8.048 -4.121 0.913  -0.48
C: -8.894 -3.161 1.716  -0.38
O: -10.297 -3.633 1.681  -0.41
C: -10.386 -4.559 0.611  -0.40
H: -8.814 -5.580 -0.500  0.36
H: -9.128 -3.815 -0.864  0.21
H: -7.174 -3.727 0.394  0.32
H: -7.714 -5.037 1.400  0.25
H: -8.790 -2.183 1.244  0.20
H: -8.504 -3.005 2.722  0.31
H: -11.194 -4.247 -0.051  0.26
H: -10.613 -5.606 0.810  0.27
C: -3.546 -6.480 4.761  -0.56
C: -2.914 -7.654 3.994  -0.55
C: -3.164 -7.171 2.550  -0.42
O: -3.404 -5.791 2.608  -0.40
C: -3.333 -5.238 3.867  -0.31
H: -2.980 -6.336 5.682  0.35
H: -4.598 -6.659 4.981  0.26
H: -3.246 -8.681 4.147  0.35
H: -1.845 -7.621 4.206  0.24
H: -4.027 -7.761 2.239  0.27
H: -2.351 -7.503 1.905  0.29
H: -3.941 -4.333 3.870  0.26
H: -2.363 -4.873 4.206  0.21
C: -0.116 2.817 -8.115  -0.36
C: 0.407 2.693 -6.679  -0.47
C: 1.698 3.563 -6.696  -0.43
O: 1.354 4.627 -7.563  -0.40
C: 0.814 3.907 -8.730  -0.54
H: -1.166 3.096 -8.198  0.30
H: 0.132 1.929 -8.696  0.22
H: 0.638 1.719 -6.248  0.33
H: -0.217 3.115 -5.892  0.21
H: 2.677 3.220 -7.032  0.22
H: 2.028 3.918 -5.720  0.29
H: 1.578 3.493 -9.387  0.29
H: 0.323 4.518 -9.487  0.34
C: -1.332 -0.418 0.148  -0.50
C: -0.740 0.775 -0.512  -0.51
C: 0.742 0.800 -0.061  -0.42
O: 1.019 -0.608 -0.100  -0.40
C: -0.112 -1.344 0.412  -0.43
H: -2.268 -0.893 -0.146  0.40
H: -1.676 0.007 1.091  0.12
H: -1.240 1.699 -0.219  0.35
H: -0.655 0.605 -1.586  0.23
H: 0.896 1.230 0.929  0.27
H: 1.356 1.395 -0.737  0.29
H: 0.048 -1.322 1.490  0.27
H: -0.335 -2.382 0.162  0.33
C: 5.607 -0.444 7.265  -0.53
C: 6.003 0.841 6.491  -0.71
C: 4.657 1.217 5.881  -0.31
O: 3.625 0.608 6.704  -0.38
C: 4.241 -0.115 7.818  -0.38
H: 6.274 -0.828 8.036  0.37
H: 5.586 -1.100 6.395  0.21
H: 6.800 0.691 5.763  0.36
H: 6.428 1.681 7.039  0.27
H: 4.643 0.905 4.836  0.25
H: 4.594 2.302 5.806  0.27
H: 3.726 -1.074 7.878  0.26
H: 4.270 0.314 8.820  0.32

As for the SMILES: COP(=O)(OC)OC.COP(=O)(OC)OC.COP(=O)(OC)OC.COP(=O)(OC)OC.COP(=O)(OC)OC.COP(=O)(OC)OC.COP(=O)(OC)OC.C1CCOC1.C1CCOC1.C1CCOC1.C1CCOC1.C1CCOC1. The value obtained for the HOMO-LUMO gap is 9.47 eV.